{"formula": "C23H30N2O6S", "method": "wB97M-V/def2-TZVPD", "species": ["C", "C", "C", "C", "O", "N", "C", "C", "C", "C", "O", "N", "C", "C", "C", "O", "C", "O", "C", "C", "C", "C", "S", "O", "O", "C", "C", "C", "C", "C", "C", "C", "H", "H", "H", "H", "H", "H", "H", "H", "H", "H", "H", "H", "H", "H", "H", "H", "H", "H", "H", "H", "H", "H", "H", "H", "H", "H", "H", "H", "H", "H"], "positions_angstrom": [[2.63, 5.84, -0.59], [1.86, 4.65, -0.03], [1.12, 3.90, -1.15], [0.31, 2.75, -0.59], [-0.90, 2.75, -0.54], [1.11, 1.73, -0.14], [0.72, 0.59, 0.55], [-0.59, 0.12, 0.51], [-0.96, -1.00, 1.24], [-2.35, -1.55, 1.13], [-2.52, -2.70, 0.75], [-3.36, -0.73, 1.48], [-3.18, 0.60, 2.01], [-4.72, -1.16, 1.25], [-5.36, -0.46, 0.03], [-4.66, -0.65, -1.17], [-4.57, -1.99, -1.63], [-6.68, -0.91, -0.03], [-7.49, -0.18, -0.93], [-0.01, -1.70, 1.98], [1.30, -1.26, 2.00], [1.66, -0.12, 1.30], [3.41, 0.26, 1.34], [3.89, 0.13, 2.69], [3.65, 1.54, 0.68], [4.13, -1.03, 0.33], [3.69, -1.18, -0.97], [4.23, -2.18, -1.75], [5.21, -3.03, -1.24], [5.79, -4.10, -2.11], [5.63, -2.86, 0.07], [5.10, -1.86, 0.86], [3.37, 5.51, -1.31], [1.95, 6.54, -1.08], [3.14, 6.37, 0.21], [2.56, 3.97, 0.47], [1.14, 4.99, 0.71], [1.85, 3.52, -1.87], [0.44, 4.58, -1.66], [2.11, 1.91, -0.09], [-1.32, 0.64, -0.09], [-2.23, 0.67, 2.54], [-3.99, 0.80, 2.72], [-3.20, 1.36, 1.23], [-4.71, -2.24, 1.07], [-5.34, -0.95, 2.12], [-5.33, 0.63, 0.17], [-4.28, -1.92, -2.68], [-3.80, -2.55, -1.08], [-5.53, -2.50, -1.54], [-7.08, -0.20, -1.94], [-8.47, -0.66, -0.92], [-7.59, 0.86, -0.61], [-0.30, -2.59, 2.53], [2.06, -1.77, 2.56], [2.93, -0.52, -1.35], [3.89, -2.31, -2.77], [5.00, -4.65, -2.62], [6.39, -4.80, -1.53], [6.43, -3.66, -2.88], [6.39, -3.52, 0.47], [5.41, -1.71, 1.88]], "mulliken_charge": [-1.4053, 0.0230, -1.0370, 0.5409, -0.5927, 0.1552, 0.4850, -0.4329, -0.1766, 0.5013, -0.7001, 0.3410, -1.1164, -1.4767, 0.4751, -0.3895, -0.6421, -0.3862, -0.7371, -0.8436, -0.8913, 0.1886, 1.4407, -0.7148, -0.8188, 0.2233, -0.3683, -0.9408, 0.9122, -1.3961, -0.8076, -0.3130, 0.3428, 0.3455, 0.3793, 0.1748, 0.3013, 0.3049, 0.4566, 0.3523, 0.6111, 0.4182, 0.3171, 0.3902, 0.3830, 0.3606, 0.4095, 0.2579, 0.2349, 0.3146, 0.2961, 0.2875, 0.2942, 0.5147, 0.4730, 0.4268, 0.4000, 0.3556, 0.3593, 0.3108, 0.3362, 0.4920], "homo_energy_ev": -8.914, "e_above_lowest_kj_mol": 0.49, "e_tot_ha": -1853.57759, "gap_ev": 9.07, "smiles": "CCCC(=O)Nc1cc(C(=O)N(C)CC(OC)OC)ccc1S(=O)(=O)c1ccc(C)cc1", "charge": 0}